Formula: C43H65Cl3GeMnN2O2Te
Source: OMol25
Level of theory: ωB97M-V with the def2-TZVPD basis set

```
118
Properties=species:S:1:pos:R:3:forces:R:3
Mn 0.15180 2.33313 -0.53284 0.2903 -0.4110 0.7520
C 1.01761 5.08804 0.77945 0.0756 0.0484 0.0386
N 0.40811 3.85125 1.30100 0.0430 0.0500 -0.2102
C -0.83123 4.20973 2.02071 0.0189 -0.0031 0.0183
C 1.32643 3.23220 2.28588 -0.0660 0.0289 0.0683
C 1.21459 1.72238 2.28354 -0.0104 0.0189 -0.0459
N 1.55985 1.18439 0.96266 -0.0846 0.0288 0.1618
C 2.96652 1.47093 0.61271 0.0862 -0.0307 0.0597
C 3.29093 1.12701 -0.80771 0.0608 -0.0378 -0.1617
C 4.27146 0.20155 -1.12199 -0.0405 0.0097 0.0345
C 4.60985 -0.04495 -2.44451 0.0412 0.0021 -0.0728
C 3.91639 0.66236 -3.42016 -0.0850 0.0024 0.0287
C 2.89207 1.57616 -3.16677 0.1783 -0.1957 0.0288
C 2.60275 1.81464 -1.81440 -0.1526 0.3591 0.1477
O 1.71200 2.74713 -1.39865 0.2075 0.0746 -0.2040
C 2.25730 2.27862 -4.37268 0.0021 -0.0092 0.0128
C 1.99393 1.26809 -5.50193 0.0122 0.0495 -0.0185
C 0.92419 2.96435 -4.07514 -0.0902 0.0100 -0.0220
C 3.24287 3.33739 -4.88376 0.0123 0.0617 0.0117
C 5.69688 -1.03595 -2.85871 -0.0539 0.0070 0.0156
C 5.09150 -2.10765 -3.77469 0.0151 -0.0272 -0.0008
C 6.80369 -0.29111 -3.61543 0.0011 -0.0025 -0.0050
C 6.32160 -1.73618 -1.65297 0.0282 -0.0004 0.0005
C 1.35511 -0.27392 0.93374 -0.0350 -0.0275 0.0092
C -0.00145 -0.76471 0.51418 -0.0310 -0.1446 0.1387
C -0.57651 -1.81021 1.23419 -0.0411 -0.0002 -0.0676
C -1.66434 -2.51082 0.73815 0.0348 0.0769 0.0334
C -2.12871 -2.14424 -0.52568 0.0208 0.0579 -0.0407
C -1.60521 -1.10269 -1.28071 -0.0848 -0.0930 0.1039
C -0.55252 -0.35963 -0.70267 0.0798 0.2447 -0.1247
O 0.01370 0.68551 -1.35537 0.0014 -0.1622 -0.2549
C -2.05982 -0.87659 -2.72364 -0.0488 -0.0322 0.0104
C -0.85347 -1.07829 -3.64957 0.0701 -0.0419 -0.0329
C -2.62509 0.52773 -2.92899 0.0038 0.0504 -0.0112
C -3.13990 -1.87438 -3.15321 -0.0102 0.0173 -0.0038
C -2.29317 -3.70200 1.45635 0.0690 0.0140 0.0344
C -3.79918 -3.48711 1.62431 -0.0515 -0.0354 -0.0264
C -2.06140 -4.96601 0.61788 0.0188 -0.0440 0.0126
C -1.68673 -3.91641 2.84255 0.0079 -0.0177 0.0401
H 1.33068 5.74014 1.60374 -0.0103 -0.0075 -0.0078
H 0.29168 5.63143 0.17694 0.0059 -0.0140 0.0036
H 1.87963 4.83853 0.16163 -0.0086 0.0048 -0.0117
H -0.58154 4.90614 2.82977 -0.0299 0.0043 -0.0024
H -1.28873 3.31574 2.44134 -0.0067 0.0004 0.0077
H -1.53993 4.68268 1.35028 -0.0156 0.0091 0.0011
H 1.10434 3.61969 3.28760 -0.0127 -0.0428 -0.0603
H 2.34135 3.55220 2.06076 -0.0114 -0.0475 0.0085
H 0.18724 1.41264 2.50948 0.0224 0.0371 -0.0041
H 1.86066 1.30062 3.06873 0.0374 0.0140 -0.0463
H 3.63214 0.92605 1.29864 -0.0181 0.0018 -0.0261
H 3.15261 2.53339 0.74955 -0.0013 -0.0171 -0.0253
H 4.77303 -0.31576 -0.31485 0.0172 -0.0066 0.0389
H 4.18770 0.48906 -4.45187 0.0097 -0.0140 -0.0256
H 1.36687 0.44702 -5.16012 -0.0710 -0.0587 0.0605
H 2.90887 0.84581 -5.91302 0.0378 -0.0062 -0.0273
H 1.47660 1.77159 -6.31994 -0.0096 0.0148 -0.0164
H 0.19416 2.26391 -3.65978 0.0228 -0.0207 0.0229
H 0.51365 3.34809 -5.01129 -0.0261 0.0208 -0.0048
H 1.03848 3.79438 -3.38204 0.0263 -0.0033 -0.0278
H 4.19447 2.88920 -5.17211 0.0250 -0.0351 0.0007
H 3.44240 4.08622 -4.11558 -0.0060 0.0138 0.0289
H 2.82775 3.84595 -5.75607 -0.0134 0.0205 -0.0278
H 4.66182 -1.67263 -4.67608 -0.0173 0.0308 -0.0327
H 4.30182 -2.65813 -3.26191 -0.0227 -0.0061 0.0327
H 5.86044 -2.81904 -4.08214 0.0242 -0.0193 -0.0026
H 6.42256 0.16777 -4.52722 -0.0148 0.0237 -0.0338
H 7.60086 -0.98138 -3.89632 0.0270 -0.0302 -0.0146
H 7.23485 0.49837 -2.99901 0.0109 0.0160 0.0382
H 5.58006 -2.29504 -1.08096 -0.0431 -0.0250 0.0069
H 6.80973 -1.02902 -0.98119 0.0195 0.0395 0.0136
H 7.07817 -2.44361 -1.99430 0.0211 -0.0164 -0.0132
H 1.60687 -0.69422 1.91768 -0.0052 0.0055 -0.0303
H 2.07580 -0.68860 0.22420 -0.0402 0.0688 -0.0264
H -0.12326 -2.08638 2.17746 0.0153 -0.0269 0.0371
H -2.93503 -2.72348 -0.94672 -0.0612 -0.0187 -0.0321
H -0.05092 -0.38735 -3.40283 0.0490 0.0395 -0.0043
H -1.15326 -0.90947 -4.68593 0.0003 0.0118 -0.0369
H -0.46689 -2.09677 -3.56907 -0.0073 -0.0220 0.0087
H -1.86751 1.29029 -2.77785 0.0076 -0.0294 0.0053
H -3.45007 0.73094 -2.24536 -0.0182 -0.0024 0.0128
H -2.99594 0.62481 -3.95079 -0.0159 0.0224 -0.0461
H -2.81526 -2.91049 -3.04857 0.0399 -0.0245 -0.0164
H -3.36734 -1.70583 -4.20662 -0.0109 0.0100 -0.0124
H -4.06730 -1.74372 -2.59278 -0.0099 0.0124 0.0461
H -4.29307 -3.33751 0.66462 -0.0267 0.0216 -0.0271
H -3.99780 -2.61849 2.24921 -0.0216 0.0990 0.0573
H -4.25266 -4.35816 2.10105 -0.0057 -0.0367 0.0205
H -2.57736 -4.91014 -0.34024 -0.0142 0.0240 -0.0464
H -2.43749 -5.84160 1.14933 -0.0321 -0.0441 0.0141
H -1.00016 -5.11773 0.41741 0.0450 0.0117 0.0221
H -1.83406 -3.04622 3.48566 -0.0153 0.0421 -0.0031
H -0.61837 -4.13334 2.79290 0.0223 -0.0211 -0.0197
H -2.17416 -4.76557 3.32407 -0.0101 -0.0192 0.0086
C -4.79743 -2.70735 7.81556 -0.0189 -0.0338 0.1131
C -4.36533 -1.94367 6.59859 -0.0551 -0.0155 -0.0008
C -5.28524 -1.56761 5.62930 -0.0037 0.0272 -0.0276
C -4.90553 -0.89171 4.47806 0.0203 -0.0589 0.0554
C -5.96641 -0.52671 3.47949 -0.0703 0.0280 -0.0267
C -3.54820 -0.57025 4.29316 0.1768 -0.0359 0.0940
Te -2.96142 0.42607 2.55525 0.0302 0.2049 -0.2156
C -2.60179 -0.93295 5.26965 -0.1586 -0.0935 0.0761
C -1.13184 -0.62644 5.18481 0.1030 0.0254 -0.0155
C -3.03423 -1.61731 6.40055 0.0705 0.0279 -0.0542
H -5.87132 -2.62422 7.97496 -0.0205 0.0041 -0.0070
H -4.29227 -2.34449 8.71143 0.0116 0.0004 -0.0106
H -4.55919 -3.76812 7.71475 0.0109 -0.0082 -0.0172
H -6.33164 -1.80847 5.77162 -0.0457 -0.0189 0.0132
H -6.93041 -0.91577 3.80238 -0.0399 -0.0062 -0.0204
H -5.74000 -0.92611 2.49072 0.0119 -0.0293 -0.0244
H -6.05722 0.55416 3.36252 0.0126 0.0035 0.0195
H -0.80390 -0.40098 4.17414 -0.0107 -0.0171 -0.0600
H -0.55242 -1.47327 5.55423 0.0157 0.0009 0.0273
H -0.88762 0.23737 5.80826 -0.0051 0.0179 -0.0029
H -2.30030 -1.90402 7.14598 0.0099 -0.0147 0.0317
Cl -2.81398 3.95168 -3.41855 -0.0728 0.0599 -0.0563
Ge -1.41921 4.39165 -1.79841 -0.0356 -0.0690 -0.0804
Cl -2.13859 2.50885 -0.17075 -0.1929 -0.0311 -0.1040
Cl -2.51603 6.01698 -0.79236 -0.0909 0.1315 0.0501
```
Positions in Å, forces in eV/Å.

Computed properties:
Spin multiplicity = 6
E_HOMO (alpha / beta) = -7.81 / -7.67 eV
Gap between HOMO and LUMO (alpha / beta) = 6.19 / 6.02 eV
Charge = 0
LUMO (alpha / beta) = -1.61 / -1.65 eV
Max |F| = 0.905 eV Å⁻¹

Results of the Mulliken charge analysis, in e, for atoms 1 through 99: Mn 0.26; C -1.11; N 0.99; C -1.14; C -1.82; C 0.12; N 1.98; C -1.16; C 0.26; C -0.11; C -0.57; C -0.41; C 0.43; C 0.07; O -1.44; C 2.53; C -1.72; C -1.62; C -1.84; C 2.04; C -1.59; C -1.64; C -2.13; C -1.83; C 0.29; C -0.07; C -0.51; C -0.73; C 0.09; C 0.38; O 0.49; C 2.27; C -1.26; C -1.04; C -2.51; C 2.21; C -1.59; C -1.81; C -2.21; H 0.43; H 0.31; H 0.23; H 0.41; H 0.30; H 0.17; H 0.51; H 0.53; H -0.32; H 0.42; H 0.19; H 0.44; H 0.50; H 0.34; H 0.17; H 0.43; H 0.49; H 0.27; H 0.43; H 0.15; H 0.30; H 0.34; H 0.48; H 0.31; H 0.35; H 0.45; H 0.30; H 0.47; H 0.35; H 0.40; H 0.38; H 0.44; H 0.33; H 0.28; H 0.21; H 0.54; H -0.09; H 0.46; H 0.39; H -0.54; H 0.31; H 0.55; H 0.43; H 0.48; H 0.43; H 0.28; H 0.21; H 0.52; H 0.33; H 0.48; H 0.34; H 0.31; H 0.38; H 0.50; C -1.54; C 0.66; C -0.89; C 0.78; C -1.76; C 0.21